C28H62BF10NO28S2Tl as an isolated structure at a distorted geometry. Source: the Open Molecules 2025 dataset; level of theory: ωB97M-V with the def2-TZVPD basis set.

Geometry as XYZ:
```
133
Properties=species:S:1:pos:R:3:lowdin_spin:R:1
Tl 3.01200 -0.16026 3.52794 0.00
S -0.23509 -0.01542 1.47966 0.00
S 0.74155 1.96708 0.46497 0.00
F -1.10959 -0.80320 -1.03413 0.00
F 2.20675 -3.83707 -0.89267 0.00
F 0.90105 -1.45477 -0.52012 0.00
F 3.35988 1.90121 -0.61446 0.00
F -0.85406 -2.41453 0.40268 0.00
F 3.79760 -3.97196 -2.44410 0.00
F 2.03677 3.16233 -1.62513 0.00
F 2.76034 3.78651 0.27074 0.00
F 3.31637 -2.05251 -1.13915 0.00
F 4.36683 -3.92669 -0.20701 0.00
O -4.87592 4.31357 1.90023 0.00
O 2.38963 -2.79626 -5.86050 0.00
O 2.63069 -3.13252 4.53336 0.00
O 1.20183 2.40258 -4.37137 0.00
O -3.82300 -5.13504 -2.04555 0.00
O -0.20194 -4.22414 -1.56917 0.00
O -0.01970 1.57883 -0.70540 0.00
O 0.09960 3.06715 1.18954 0.00
O 4.44573 -0.73424 0.97319 0.00
O 2.02747 6.50962 6.41106 0.13
O 5.72691 1.38018 2.55880 0.00
O 3.33029 2.65881 2.75265 0.06
O -1.43891 0.79080 1.58121 0.00
O -5.21762 0.88105 -2.79009 0.00
O 2.71040 7.16726 3.63729 0.31
O -0.17199 -0.97618 2.55032 0.00
O -3.89242 -1.87887 4.10769 0.00
O -4.89423 -2.29275 -0.01965 0.00
O 0.02971 1.98592 -6.95649 0.00
O -0.00712 -1.28244 -4.23516 0.00
O 2.24854 -2.50821 1.73796 0.00
O 3.01946 2.03803 5.35003 -0.02
O -2.21391 -4.33934 4.57066 0.00
O -3.33640 3.03337 -2.24040 0.00
O -2.64552 3.15926 3.40153 0.00
O -1.96926 5.46493 1.13169 0.00
O -0.08114 -6.22689 -4.01256 0.00
O -0.82409 4.56018 -1.38496 0.00
N 1.34053 0.67002 1.23763 0.00
C -0.06342 -5.55204 -1.70071 0.00
C -2.06142 6.19948 -0.06265 0.00
C -3.79273 -4.14825 -0.98887 0.00
C 2.94715 3.27020 5.06612 -0.01
C -0.92256 5.98509 -1.10880 0.00
C -3.10744 1.66375 -2.06208 0.00
C -4.85138 -3.10354 -1.11408 0.00
C 5.83680 -0.53701 1.02597 0.00
C -0.84199 2.16507 -5.87295 0.00
C 0.76189 -6.01080 -2.94605 0.00
C 1.90324 -4.00973 3.71288 0.00
C -0.09762 2.99757 -4.75209 0.00
C 6.29407 0.88462 1.40177 0.00
C -4.61886 2.92030 1.95321 0.00
C 2.84808 5.99512 4.12921 0.02
C -3.83856 0.70625 -2.99362 0.00
C 2.46490 5.63269 5.54220 0.01
C -3.84774 2.46921 3.16926 0.00
C -2.00795 -3.39721 3.52842 0.00
C 2.57640 4.39845 5.99656 0.15
C 1.32353 -1.62789 -3.76585 0.00
C -0.35708 -1.24989 -0.04389 0.00
C 2.51998 -3.77040 2.29675 0.00
C 3.21363 3.63814 3.53783 0.01
C 3.16153 5.10936 3.21705 0.32
C -3.31690 -2.64089 3.06012 0.00
C 2.33784 2.76784 -0.40664 0.00
C 2.39857 -1.72983 -4.83887 0.00
B 3.47073 -3.46332 -1.14136 0.00
H 1.67008 -5.46190 -3.19506 0.00
H -5.38261 1.81165 -2.95849 0.00
H 6.32571 -0.62563 0.05581 0.00
H -1.16879 6.57550 -1.99135 0.00
H -1.39777 -4.59478 5.00687 0.00
H -3.97749 4.60961 1.73650 0.00
H 0.62602 -3.96285 -1.15952 0.00
H -3.85346 -4.62386 -0.00999 0.00
H 2.53535 -3.26027 5.48003 0.00
H 3.30868 -1.93447 -4.27504 0.00
H -1.56204 4.27378 -1.92810 0.00
H -2.79669 5.72543 -0.71285 0.00
H 1.98624 -5.05221 4.02019 0.00
H 2.04914 -2.66594 0.81223 0.00
H -5.52357 2.31408 1.90718 0.00
H 2.54397 4.14161 7.04508 0.01
H 0.38465 -5.85314 -0.75378 0.00
H 6.25690 -1.27278 1.71171 0.00
H -1.87022 2.25228 -6.22402 0.00
H 5.82607 2.33419 2.51835 0.00
H -0.20308 -5.39070 -4.46812 0.00
H -3.57391 -0.32221 -2.74801 0.00
H -0.01030 4.07658 -4.87944 0.00
H 1.13910 -6.96962 -2.59041 0.00
H 3.16208 5.30584 2.15506 0.01
H -0.72931 2.91426 -3.86771 0.00
H 1.24854 1.85505 -3.58421 0.00
H -3.68331 1.39561 3.07733 0.00
H -0.99953 -6.10818 -1.65074 0.00
H 1.48996 -0.93475 -2.94124 0.00
H -4.31555 -2.52276 4.68037 0.00
H -1.44778 -3.86087 2.71643 0.00
H -3.92619 -3.34822 2.49749 0.00
H 0.83098 -3.81459 3.72932 0.00
H -2.77916 -3.75091 -1.04261 0.00
H 7.35153 0.79461 1.65035 0.00
H -2.03487 1.70710 -2.25135 0.00
H 3.57080 -4.03934 2.40419 0.00
H -0.64428 -1.86664 -3.81763 0.00
H -0.01017 6.34042 -0.62987 0.00
H 2.68442 -0.77552 -5.28123 0.00
H -3.57964 0.87332 -4.03916 0.00
H 4.11623 -0.99810 0.11097 0.00
H -4.04283 3.28178 -1.63970 0.00
H -3.42593 1.44824 -1.04217 0.00
H 2.26212 -3.53087 -5.25578 0.00
H -4.69279 -2.56110 -2.04612 0.00
H -4.86679 -1.37339 -0.29466 0.00
H -2.23989 7.27106 0.02652 0.00
H 1.14439 -2.62673 -3.36796 0.00
H -1.94679 2.75695 2.88045 0.00
H -3.99274 2.68202 1.09339 0.00
H -2.88489 -1.83808 2.46265 0.00
H -5.80100 -3.62242 -1.24480 0.00
H -1.33155 -2.62977 3.90478 0.00
H -0.85779 1.17611 -5.41493 0.00
H 2.09688 -4.47426 1.58003 0.00
H 0.79902 1.50292 -6.64587 0.00
H 6.08593 1.57363 0.58322 0.00
H -1.26794 4.83674 0.94424 0.00
H -4.37419 -5.85673 -1.73417 0.00
H -4.52064 2.81546 3.95375 0.00
```

Values from the calculation:
* 2S+1: 2
* net charge: -2
* LUMO level (spin up / spin down): 3.312 / 1.575 eV
* frontier orbital gap (spin up / spin down): 7.63 / 5.12 eV

---

A 11-piece molecular cluster, C31H88N12O15 overall at a distorted geometry. Source: the Open Molecules 2025 dataset; level of theory: ωB97M-V with the def2-TZVPD basis set.

Geometry as XYZ:
```
146
Properties=species:S:1:pos:R:3:lowdin_charge:R:1
O -3.18785 5.25711 -3.35956 0.03
O -0.45112 4.69481 0.63656 -0.21
O 6.60537 -5.62405 2.42178 -0.18
O -2.96594 1.19002 1.53758 -0.25
O -0.09757 1.68429 -3.70717 -0.22
O 3.74738 3.25487 -9.21316 0.02
O -2.56544 -3.59172 6.01906 -0.20
O 0.97815 5.22426 -6.56132 0.06
O -6.78345 0.80235 4.18741 -0.12
O -3.97085 -0.44382 -4.95418 -0.15
O 3.24692 -2.25342 1.57462 -0.23
O -7.41876 3.27844 0.99162 -0.12
O 2.12388 -0.13370 4.36198 -0.20
O -0.14784 -5.37955 2.19157 -0.22
O 0.38482 -2.45994 -3.14147 -0.01
N 5.34947 -4.40256 0.45551 -0.06
N 4.31290 1.19486 -8.80084 0.15
N 1.47860 -3.09837 -4.89109 0.14
N -2.00045 0.64960 -0.87130 -0.07
N 1.26997 3.57280 3.74788 -0.05
N -3.15568 4.29454 -1.43736 0.18
N 2.61224 2.08243 -7.63946 0.18
N 0.15435 5.90403 -8.45166 0.17
N 0.85064 -0.99970 -4.93684 0.18
N 2.31581 5.84929 -8.14841 0.17
N -1.63371 -2.81823 2.56278 -0.05
N -1.34441 5.10177 -2.05762 0.17
C 1.79638 -1.98414 1.65017 -0.03
C -3.21697 -0.07415 0.87277 -0.19
C 2.15180 1.25439 4.60954 -0.24
C -0.96948 1.83911 -2.62505 -0.23
C -3.36086 -1.08015 -3.78665 -0.12
C -2.04743 -0.56097 -0.03560 -0.17
C -3.25993 -2.51744 6.68584 -0.07
C 3.23966 -0.77038 4.95911 -0.09
C -0.98793 -4.84546 1.18450 -0.19
C 1.13162 5.59955 -7.66636 -0.85
C 7.44668 -5.81422 3.50892 -0.13
C 0.75031 -6.41078 1.63437 -0.07
C -0.32853 6.11141 0.84430 -0.09
C -1.90080 1.18530 2.54523 -0.04
C 0.24856 4.29970 2.98483 -0.21
C -2.24509 -2.51949 3.82101 -0.23
C -1.68470 -3.33571 4.98030 -0.23
C -6.14667 2.61963 1.17187 -0.15
C -0.05689 2.83171 -4.63945 -0.05
C 3.78534 -2.45336 0.29716 -0.24
C 5.40149 -4.96200 2.79000 -0.20
C -5.98446 -0.31962 4.09004 -0.19
C 0.43204 4.02447 1.51191 -0.25
C 3.53437 2.24293 -8.57651 -0.76
C 5.23673 -2.96460 0.40256 -0.20
C -2.13676 -4.02367 1.96153 -0.17
C -0.78923 0.62591 -1.71235 -0.17
C -2.58585 4.98566 -2.33485 -0.83
C 0.77497 -2.17747 -4.29146 -0.71
C 4.57430 -4.93563 1.48713 -0.23
C 1.18949 2.11532 3.75495 -0.20
H 1.56738 -1.13984 0.99993 0.08
H 2.34891 6.04414 -9.13889 0.11
H -1.00998 0.80622 2.04441 0.07
H -0.82796 2.76154 -2.06186 0.09
H -6.38600 -1.09368 4.74403 0.08
H -4.85147 -0.16970 -4.68780 0.06
H 5.50124 -3.96775 3.22545 0.12
H 2.06091 2.89488 -7.40268 0.09
H -2.48161 -4.65681 2.77903 0.10
H 5.61784 -2.37418 1.23578 0.11
H 2.12493 4.04346 3.48786 0.11
H 0.38594 5.37649 3.08362 0.11
H 1.90797 -2.93269 -5.79014 0.11
H -3.33459 -2.53917 3.84718 0.12
H 8.30632 -5.16767 3.33259 0.09
H -6.16410 2.04147 2.09574 0.05
H -5.31079 3.24718 1.48103 0.07
H -0.86285 -2.81028 5.46671 0.13
H -2.38895 -1.43828 -0.58496 0.12
H -1.40327 -4.31391 4.59040 0.12
H 1.15530 -0.91605 -5.89615 0.09
H 3.32888 -1.82477 4.69757 0.09
H -1.76963 2.10486 3.11560 0.07
H -1.02449 3.11927 -5.05076 0.09
H -1.96595 2.04830 -3.01415 0.12
H 0.07019 0.62320 -1.04191 0.11
H -5.07584 -0.01229 4.60778 0.08
H 4.36328 -5.96914 1.21249 0.12
H -0.77284 3.97287 3.17982 0.11
H -0.40453 -4.21808 0.51060 0.11
H -3.08198 -3.80498 1.46471 0.11
H 1.56627 -3.91094 -4.29767 0.12
H 0.50421 -0.09847 -4.64038 0.08
H -4.17200 0.23029 0.44461 0.11
H -1.05238 4.73861 -1.16156 0.06
H 7.08799 -5.76339 4.53696 0.09
H 3.61023 -4.44461 1.61967 0.11
H -7.62545 3.67857 1.83942 0.07
H 0.29302 6.41717 -9.31047 0.11
H 3.07552 1.81631 4.47139 0.12
H -5.92618 1.94438 0.34512 0.08
H 1.53867 -6.60885 2.36057 0.09
H 1.23911 -6.11912 0.70480 0.08
H -4.08374 3.90738 -1.53175 0.13
H -0.67946 -3.06750 2.78044 0.08
H 1.92118 1.39622 5.66538 0.12
H 1.38191 -2.94321 1.33951 0.07
H 3.22188 -3.15493 -0.31800 0.13
H -2.66503 4.22749 -0.55710 0.10
H 4.92155 -5.41528 3.65735 0.12
H 1.38702 -1.67640 2.61237 0.07
H 7.94750 -6.77996 3.57688 0.08
H -0.72455 -0.27330 -2.32500 0.09
H -1.07668 -0.75486 0.42062 0.09
H 0.28848 3.68756 -4.05951 0.07
H -2.27696 0.35884 3.14820 0.07
H 0.30616 2.94615 1.41451 0.10
H 0.72675 6.38087 0.88766 0.10
H -0.78044 5.62630 -8.18874 0.13
H -4.10407 -2.41745 6.00354 0.07
H -0.91747 6.43204 1.70362 0.09
H 3.26396 -0.53259 6.02258 0.09
H 4.04864 -0.25768 4.43873 0.09
H -1.39398 -5.68387 0.61856 0.11
H -3.82576 -2.06399 -3.72307 0.07
H -3.63521 -0.34194 -3.03307 0.07
H -2.73901 -1.55998 6.68657 0.09
H -2.10257 -1.50687 4.19835 0.09
H 1.48375 4.19486 1.28174 0.13
H -0.78366 6.72788 0.06911 0.09
H 0.46307 2.65372 -5.58076 0.06
H -5.78722 -0.68774 3.08322 0.08
H -1.96582 1.42010 -0.21920 0.08
H -2.30198 -1.31163 -3.90191 0.06
H -3.66633 -2.79751 7.65769 0.09
H 0.31405 1.86166 4.35276 0.12
H 6.30223 -4.66861 0.65936 0.10
H -3.53006 -0.85315 1.56792 0.09
H 3.87796 -1.50173 -0.22622 0.12
H 0.17326 -7.27486 1.30498 0.08
H 5.07478 1.36349 -9.44210 0.12
H 5.86517 -2.62860 -0.42222 0.11
H 4.23438 0.34155 -8.26624 0.10
H 3.19487 5.59148 -7.72311 0.12
H 1.27412 1.70880 2.74714 0.11
H 2.33059 1.13977 -7.41106 0.10
H -7.67136 0.63303 3.86405 0.09
H -0.75237 5.12415 -2.87560 0.12
```

Values from the calculation:
* energy relative to the best compared isomer or geometry (same formula, charge and spin): 168.7 kcal per mole
* LUMO level: 0.112 eV
* SMILES: COCCNCCOC.COCCNCCOC.COCCNCCOC.COCCNCCOC.NC(N)=O.NC(N)=O.NC(N)=O.NC(N)=O.CO.CO.CO
* frontier orbital gap: 8.62 eV

---

One molecule with the formula C27H44O7. Source: the Open Molecules 2025 dataset; level of theory: ωB97M-V with the def2-TZVPD basis set.

Geometry as XYZ:
```
78
Properties=species:S:1:pos:R:3:nbo_charge:R:1
O 0.48076 -0.27757 1.44020 -0.74
O -8.47315 -0.29840 1.37136 -0.72
O -3.25396 0.39289 -2.10430 -0.74
O -3.72967 2.01145 1.11369 -0.73
O 4.20492 -3.21653 -1.32791 -0.54
O 6.08961 2.11944 2.01497 -0.71
O 6.97823 -0.37656 1.33540 -0.74
C -6.66556 -1.82948 1.85440 -0.63
C -6.36625 0.38712 0.64239 -0.40
C -4.93198 0.08354 0.21722 -0.45
C -2.50510 2.59628 -1.44947 -0.64
C 4.21266 0.42659 -2.19188 -0.62
C 4.09966 0.29480 -0.66647 0.01
C 5.65922 -0.25430 1.83744 0.08
C -7.26723 -0.84246 0.84786 0.26
C 4.71181 -1.29147 1.23387 -0.42
C -0.22602 0.27872 -2.24444 -0.66
C -7.55575 -1.55697 -0.47657 -0.63
C -2.89420 1.18784 -0.98822 0.27
C 2.63827 0.47328 -0.19160 -0.31
C 1.81081 -0.76887 -0.36188 0.16
C 0.48977 1.84791 -0.38883 -0.41
C -0.61570 -1.72066 -0.15157 -0.44
C 3.74556 -2.19557 -0.85952 0.58
C 2.31458 -1.95934 -0.69994 -0.35
C 4.62092 -1.10052 -0.28556 -0.33
C 5.03235 1.33016 -0.01857 -0.43
C -1.98469 -1.02838 -0.03928 -0.43
C -0.29764 0.58522 -0.74257 0.00
C 1.94595 1.69256 -0.82848 -0.39
C -1.75080 0.49738 -0.20466 -0.25
C -4.15192 1.37224 -0.07170 0.10
C 0.37298 -0.57465 0.04963 0.23
C 5.18998 1.17081 1.49898 0.10
H -4.83302 2.04627 -0.62332 0.15
H 5.19763 0.10093 -2.51957 0.22
H -3.82113 0.91828 -2.67874 0.47
H -8.02440 -0.86838 -1.17578 0.22
H 0.66188 -0.30429 -2.47977 0.22
H 5.08745 -2.29697 1.44618 0.22
H -6.37246 0.93731 1.58700 0.20
H 4.08280 1.45738 -2.50982 0.21
H -2.65422 -1.38513 -0.81693 0.24
H -8.23250 -2.39397 -0.31098 0.21
H 3.47287 -0.19666 -2.68916 0.21
H 6.02607 1.22443 -0.46056 0.22
H 0.44761 2.00366 0.69078 0.22
H 1.68180 -2.82498 -0.82857 0.23
H -3.35982 3.07635 -1.92693 0.20
H -7.38656 -2.61371 2.08100 0.21
H 5.67803 -0.36716 2.93428 0.17
H -0.40923 -0.24205 1.80568 0.47
H 2.63803 0.65708 0.88852 0.24
H -0.48140 -2.49640 0.60196 0.22
H 7.26004 -1.29167 1.43222 0.48
H 4.24359 1.36524 2.01280 0.18
H -1.76537 0.99003 0.77216 0.23
H -0.48574 -2.16499 -1.13536 0.22
H -2.21426 3.19293 -0.59119 0.23
H 3.72822 -1.19787 1.69414 0.22
H -9.10514 -1.01451 1.49883 0.46
H -6.85023 1.02108 -0.10427 0.21
H -5.77194 -2.29525 1.45071 0.21
H -4.92879 -0.52411 -0.68649 0.23
H -2.44162 -1.24642 0.92563 0.21
H -6.64088 -1.94071 -0.91731 0.21
H -4.50456 2.15456 1.66744 0.48
H 1.97358 1.60856 -1.91273 0.20
H 0.07467 2.73019 -0.87229 0.21
H 2.49477 2.59182 -0.54597 0.22
H -0.18864 1.19613 -2.82700 0.21
H 6.97256 1.84726 1.73245 0.48
H 5.63077 -1.22224 -0.69283 0.24
H -1.09976 -0.28108 -2.55954 0.24
H -6.41666 -1.31657 2.78041 0.22
H -4.42313 -0.46153 1.00916 0.21
H 4.68560 2.34349 -0.22375 0.22
H -1.69573 2.55670 -2.16880 0.21
```

Values from the calculation:
* energy relative to the best compared isomer or geometry (same formula, charge and spin): 6.2 kcal per mole
* LUMO level: 0.426 eV
* SMILES: CC(C)(O)CC[C@@H](O)[C@](C)(O)[C@H]1CC[C@@]2(O)C3=CC(=O)[C@@H]4C[C@@H](O)[C@@H](O)C[C@]4(C)[C@H]3CC[C@]12C
* frontier orbital gap: 9.58 eV

---

A 2-piece molecular cluster, C5H8 overall at a distorted geometry. Source: the Open Molecules 2025 dataset; level of theory: ωB97M-V with the def2-TZVPD basis set.

Geometry as XYZ:
```
13
Properties=species:S:1:pos:R:3:nbo_charge:R:1
C -2.57196 -0.15502 -0.35628 -0.26
C -0.03702 0.42241 -0.63922 -0.22
C -1.39399 0.13808 -0.45244 -0.05
C 0.62090 1.41701 0.38734 -0.63
C 0.90085 -1.44023 0.16067 -0.55
H 1.49808 1.93914 -0.09040 0.22
H 1.80782 -1.34980 -0.45283 0.19
H -3.33837 -0.82901 -0.08026 0.23
H 0.24280 0.37820 -1.68763 0.23
H 0.29879 -2.30708 0.05150 0.20
H 0.85455 0.80385 1.32327 0.22
H -0.17754 2.13037 0.72004 0.22
H 1.29509 -1.14792 1.11623 0.18
```

Values from the calculation:
* energy relative to the best compared isomer or geometry (same formula, charge and spin): 99.2 kcal per mole
* LUMO level: 0.486 eV
* frontier orbital gap: 8.93 eV